1.
Molecular formula: C28H19F5IN5O3PbS2
Method: DFT, the ωB97M-V functional and the def2-TZVPD basis

- E_HOMO: -1.91 eV
- Frontier orbital gap: 0.217 Eh
- Energy relative to the best compared isomer or geometry (same formula, charge and spin): 70.8 kJ/mol
- Total charge: -2
- Spin multiplicity: 1

Atoms and positions in Å:
1 Pb -0.107 -0.968 1.325
2 N -3.151 -4.560 -0.266
3 C -2.123 -3.657 0.025
4 S -2.103 -3.064 1.655
5 N -1.343 -3.431 -0.981
6 N -0.277 -2.544 -0.776
7 C 0.414 -2.437 -1.852
8 C 1.578 -1.616 -2.137
9 C 2.053 -1.693 -3.458
10 C 3.153 -0.991 -3.899
11 C 3.828 -0.181 -2.970
12 C 3.404 -0.091 -1.670
13 C 2.253 -0.790 -1.190
14 O 1.879 -0.626 0.020
15 H -3.957 -4.424 0.323
16 H -3.352 -4.606 -1.253
17 H 0.069 -3.051 -2.688
18 H 1.515 -2.336 -4.148
19 H 3.486 -1.066 -4.927
20 H 4.691 0.395 -3.286
21 H 3.905 0.554 -0.959
22 C 2.691 2.817 1.429
23 C 2.016 2.728 0.098
24 N 2.589 3.231 -0.956
25 C 1.973 3.075 -2.165
26 C 0.791 2.415 -2.330
27 C 0.290 2.212 -3.728
28 O -0.922 2.958 -3.951
29 C 0.130 1.860 -1.197
30 C -1.113 1.154 -1.379
31 N -1.699 0.409 -0.506
32 C -2.866 -0.263 -0.889
33 C -2.943 -1.002 -2.070
34 C -4.078 -1.730 -2.389
35 C -5.166 -1.739 -1.527
36 C -5.102 -1.018 -0.341
37 C -3.962 -0.297 -0.027
38 I -3.872 0.758 1.765
39 C 0.725 2.032 0.083
40 O 0.244 1.635 1.178
41 H 3.672 3.275 1.308
42 H 2.784 1.816 1.857
43 H 2.091 3.395 2.134
44 H 2.496 3.483 -3.023
45 H 0.104 1.147 -3.908
46 H 1.064 2.540 -4.427
47 H -1.282 2.676 -4.799
48 H -1.596 1.284 -2.352
49 H -2.063 -1.055 -2.699
50 H -4.096 -2.321 -3.297
51 H -6.049 -2.322 -1.758
52 H -5.932 -1.029 0.353
53 F 0.745 2.602 7.935
54 C 0.919 1.622 7.019
55 C -0.015 1.412 6.024
56 F -1.116 2.186 5.978
57 C 0.179 0.409 5.094
58 F -0.778 0.253 4.164
59 C 1.293 -0.437 5.087
60 S 1.497 -1.695 3.912
61 C 2.212 -0.184 6.112
62 F 3.330 -0.927 6.221
63 C 2.038 0.812 7.056
64 F 2.960 1.004 8.025

These are the natural (NBO) partial charges, in e, on atoms 1 to 4: 1.419, -0.833, 0.278, -0.480


2.
Molecular formula: C28H19N3O3
Method: DFT, the ωB97M-V functional and the def2-TZVPD basis

- E_HOMO: -8.17 eV
- Frontier orbital gap: 0.286 Eh
- Total charge: 0
- Spin multiplicity: 1

Atoms and positions in Å:
1 C -1.475 -1.352 2.231
2 H -0.862 -1.870 2.975
3 O -1.278 -1.879 0.943
4 C -0.046 -1.757 0.369
5 C 1.071 -1.257 1.014
6 C 2.287 -1.242 0.340
7 C 2.376 -1.742 -0.971
8 C 1.263 -2.219 -1.638
9 C 0.045 -2.200 -0.974
10 N -1.100 -2.645 -1.655
11 C -2.313 -2.034 -1.773
12 O -3.214 -2.561 -2.392
13 C -2.414 -0.684 -1.143
14 C -1.451 0.262 -1.395
15 C -1.504 1.506 -0.728
16 N -2.463 1.807 0.117
17 C -3.457 0.929 0.331
18 C -4.489 1.295 1.221
19 C -5.509 0.426 1.487
20 C -5.542 -0.840 0.881
21 C -4.555 -1.228 0.017
22 C -3.493 -0.355 -0.284
23 H -4.585 -2.196 -0.459
24 H -6.360 -1.510 1.103
25 H -6.301 0.708 2.166
26 H -4.443 2.275 1.672
27 C -0.439 2.505 -0.897
28 C 0.384 2.553 -2.021
29 C 1.374 3.521 -2.077
30 N 1.588 4.409 -1.122
31 C 0.800 4.373 -0.059
32 C -0.220 3.452 0.104
33 H -0.846 3.450 0.981
34 H 1.002 5.122 0.695
35 H 2.032 3.591 -2.934
36 H 0.251 1.872 -2.847
37 H -0.632 0.047 -2.064
38 H -1.004 -3.490 -2.204
39 H 1.332 -2.582 -2.651
40 O 3.643 -1.669 -1.457
41 C 4.397 -1.118 -0.464
42 C 5.754 -0.856 -0.511
43 C 6.329 -0.292 0.613
44 C 5.576 0.002 1.747
45 C 4.221 -0.260 1.794
46 C 3.621 -0.827 0.677
47 H 3.638 -0.031 2.673
48 H 6.064 0.442 2.604
49 H 7.387 -0.075 0.612
50 H 6.332 -1.085 -1.392
51 H 1.021 -0.897 2.028
52 H -2.529 -1.514 2.454
53 H -1.263 -0.279 2.261

These are the natural (NBO) partial charges, in e, on atoms 1 to 4: -0.255, 0.180, -0.512, 0.265


3.
Molecular formula: C28H20F3NO2S
Method: DFT, the ωB97M-V functional and the def2-TZVPD basis

- E_HOMO: -9.39 eV
- Frontier orbital gap: 0.341 Eh
- Energy relative to the best compared isomer or geometry (same formula, charge and spin): 0.0 kJ/mol
- Total charge: 0
- Spin multiplicity: 1

Atoms and positions in Å:
1 C 5.108 0.672 -1.465
2 C 4.289 1.736 -1.077
3 C 3.103 1.505 -0.363
4 C 2.663 0.195 -0.114
5 C 1.159 -0.118 0.146
6 C 0.578 1.037 0.874
7 N -0.058 1.914 1.367
8 S 1.320 -1.462 1.565
9 C 0.104 -1.051 2.830
10 C 0.399 -0.970 4.196
11 C -0.639 -0.724 5.106
12 C -1.967 -0.625 4.672
13 C -2.248 -0.712 3.302
14 C -1.200 -0.868 2.396
15 O 0.893 -2.651 0.860
16 O 2.558 -1.463 2.316
17 C 3.575 -0.844 -0.343
18 C 4.762 -0.620 -1.050
19 H 6.014 0.843 -2.060
20 H 4.554 2.755 -1.372
21 H 2.469 2.348 -0.084
22 H 1.426 -1.058 4.547
23 H -0.420 -0.613 6.173
24 H -2.784 -0.469 5.388
25 H -3.277 -0.650 2.936
26 H -1.373 -0.819 1.318
27 H 3.360 -1.869 -0.042
28 H 5.416 -1.465 -1.295
29 F -5.691 -0.754 1.094
30 C -5.249 -1.792 0.316
31 F -5.139 -2.884 1.128
32 F -6.249 -2.064 -0.576
33 C -3.934 -1.449 -0.334
34 C -2.900 -2.374 -0.366
35 C -1.633 -1.960 -0.742
36 C -1.361 -0.608 -1.063
37 C 0.077 -0.177 -1.123
38 C 0.372 1.005 -2.038
39 C 1.384 0.932 -3.005
40 C 1.795 2.090 -3.672
41 C 1.133 3.303 -3.456
42 C 0.058 3.351 -2.572
43 C -0.316 2.202 -1.858
44 C -2.498 0.182 -1.372
45 C -3.758 -0.185 -0.900
46 H -3.079 -3.409 -0.071
47 H -0.825 -2.689 -0.741
48 H 0.731 -1.047 -1.316
49 H 1.897 -0.010 -3.198
50 H 2.639 2.042 -4.361
51 H 1.428 4.196 -4.015
52 H -0.494 4.279 -2.415
53 H -1.121 2.281 -1.121
54 H -2.442 1.098 -1.969
55 H -4.609 0.487 -0.981

These are the natural (NBO) partial charges, in e, on atoms 1 to 4: -0.199, -0.210, -0.180, -0.082


4.
Molecular formula: C28H20F3NSSbTcTe
Method: DFT, the ωB97M-V functional and the def2-TZVPD basis

- E_HOMO (alpha / beta): -10.42 / -10.78 eV
- Frontier orbital gap (alpha / beta): 0.235 / 0.244 Eh
- Energy relative to the best compared isomer or geometry (same formula, charge and spin): 47.0 kJ/mol
- Total charge: +1
- Spin multiplicity: 4

Atoms and positions in Å:
1 Tc 0.032 -0.410 0.169
2 C 2.659 -2.005 -0.341
3 C 1.844 -1.961 -1.599
4 C 2.266 -2.646 -2.746
5 C 1.535 -2.583 -3.900
6 C 0.353 -1.818 -3.931
7 C -0.453 -1.680 -5.080
8 C -1.591 -0.923 -5.039
9 C -1.981 -0.285 -3.849
10 C -1.216 -0.416 -2.713
11 S -1.644 0.367 -1.208
12 C -0.029 -1.166 -2.738
13 N 0.716 -1.244 -1.586
14 H 3.598 -2.527 -0.509
15 H 2.118 -2.527 0.453
16 H 2.894 -0.995 0.004
17 H 3.177 -3.225 -2.699
18 H 1.853 -3.113 -4.790
19 H -0.152 -2.185 -5.989
20 H -2.203 -0.805 -5.923
21 H -2.882 0.312 -3.810
22 Te -0.370 -0.958 2.712
23 F -3.220 4.116 7.160
24 C -2.700 3.540 6.074
25 C -1.379 3.788 5.753
26 C -0.851 3.204 4.612
27 C -1.644 2.387 3.814
28 C -2.961 2.122 4.178
29 C -3.498 2.703 5.314
30 Sb -0.852 1.670 1.980
31 C -2.139 2.785 0.681
32 C -3.510 2.566 0.731
33 C -4.349 3.201 -0.171
34 C -3.789 4.042 -1.114
35 F -4.589 4.641 -2.001
36 C -2.428 4.282 -1.175
37 C -1.597 3.635 -0.275
38 C 1.000 2.703 1.871
39 C 1.020 4.095 1.826
40 C 2.225 4.772 1.729
41 C 3.396 4.034 1.692
42 F 4.561 4.678 1.597
43 C 3.406 2.653 1.757
44 C 2.192 1.988 1.844
45 H -0.779 4.427 6.387
46 H 0.185 3.382 4.357
47 H -3.574 1.445 3.598
48 H -4.520 2.516 5.615
49 H -3.943 1.894 1.460
50 H -5.418 3.043 -0.156
51 H -2.033 4.954 -1.925
52 H -0.529 3.794 -0.341
53 H 0.095 4.657 1.879
54 H 2.264 5.851 1.683
55 H 4.351 2.128 1.751
56 H 2.177 0.906 1.921

These are the natural (NBO) partial charges, in e, on atoms 1 to 4: 0.570, -0.677, 0.292, -0.263